25
Properties=species:S:1:pos:R:3:forces:R:3 method="wB97M-V/def2-TZVPD" homo_energy_ev="-5.999 / -9.748" spin_multiplicity=3 e_lumo_ha="0.0145 / -0.1044" s2=2.008
C 0.572 -1.150 0.937 -0.9 0.3 -1.4
C 1.948 -0.650 -0.836 -1.7 -0.3 1.7
C -0.285 -0.830 -1.409 -1.1 -1.3 1.5
C -2.622 -0.071 1.025 2.8 1.8 -0.2
C -2.341 2.088 2.300 -2.2 2.4 -1.0
C 3.589 -0.149 -2.536 -3.2 -0.7 -0.3
C -1.812 1.295 1.136 -0.5 -1.7 -1.5
N 1.764 -0.975 0.523 1.7 0.1 -0.4
N 0.973 -0.593 -1.725 1.7 0.4 -0.9
N -0.474 -1.035 0.061 -0.8 0.8 1.3
N 3.194 -0.373 -1.168 2.1 -0.2 1.4
N -1.763 -1.164 0.563 1.4 3.3 1.0
O -1.258 -1.008 -2.091 0.2 0.6 -0.3
O -3.765 -0.225 1.313 0.1 -0.3 0.0
Br -2.731 -2.679 0.033 -2.7 -4.8 -1.6
H 0.336 -1.393 1.978 0.1 0.1 -0.3
H -1.965 3.155 2.256 0.4 -1.4 0.8
H -2.203 1.489 3.190 0.1 0.6 0.5
H -3.492 2.368 2.201 2.2 -1.3 0.0
H 3.540 -1.112 -3.070 -0.6 0.5 -0.3
H 2.913 0.656 -2.934 0.9 -1.0 -0.2
H 4.578 0.072 -2.571 2.9 1.3 0.1
H -1.915 1.761 0.133 -0.3 0.1 0.6
H -0.731 1.007 1.128 -0.8 0.6 0.7
H 3.949 -0.483 -0.434 -1.8 0.1 -1.2

---

69
Properties=species:S:1:pos:R:3:forces:R:3 method="wB97M-V/def2-TZVPD" homo_energy_ev=-2.296 e_lumo_ha=0.0714 charge=-1
N -0.039 8.130 -7.464 -0.3 -0.6 0.1
C -0.720 7.192 -6.532 -0.9 0.4 0.5
C -0.834 7.804 -5.065 0.3 0.5 0.1
C 0.541 8.322 -4.495 -0.4 -1.8 0.4
C 1.302 7.216 -3.670 0.0 0.5 -0.1
C 0.453 6.485 -2.572 0.2 -0.7 -0.1
O -0.271 7.057 -1.781 0.5 -0.4 -0.5
C 0.507 4.902 -2.486 0.2 -1.8 0.0
C 1.478 4.141 -3.269 -1.1 -1.7 1.1
C 1.521 2.671 -3.178 -1.1 0.9 1.0
C 0.620 1.922 -2.318 -0.1 2.6 -0.1
C -0.353 2.681 -1.512 1.6 0.9 -1.3
C -0.397 4.148 -1.593 1.1 -1.6 -0.9
O 0.207 9.420 -3.522 -0.6 0.1 -1.2
N 0.755 10.574 -4.066 1.3 -0.4 1.1
O 1.941 10.490 -4.111 -0.6 0.8 -0.4
H 0.973 8.023 -7.401 -0.4 0.2 0.4
H -0.266 9.060 -7.098 0.5 -0.4 -0.2
H -0.289 6.158 -6.550 0.0 0.9 0.0
H -1.778 7.095 -6.930 1.0 -0.1 0.5
H -1.486 8.723 -5.185 0.6 -0.9 0.2
H -1.412 7.122 -4.367 0.3 0.3 -0.7
H 2.168 7.706 -3.132 -0.9 -0.4 -0.5
H 1.775 6.522 -4.418 -0.7 0.4 0.9
H 2.235 4.598 -3.952 -1.0 -0.2 0.8
H 2.280 2.119 -3.777 -0.7 0.5 0.5
H 0.699 0.810 -2.294 -0.2 1.1 0.1
H -1.033 2.120 -0.821 0.6 0.7 -0.7
H -1.146 4.643 -0.934 0.8 -0.1 -0.8
C 2.887 -0.047 0.103 0.1 0.0 0.0
C 2.007 -1.188 -0.393 -0.1 0.1 0.0
C 0.681 -1.295 0.359 -0.1 -0.1 0.0
C 0.806 -1.595 1.855 0.1 0.1 0.0
C 1.567 -2.877 2.197 -0.2 0.0 0.1
C 0.895 -4.135 1.660 0.2 -0.1 0.0
H 3.172 -0.182 1.149 0.0 0.0 0.0
H 3.806 0.003 -0.485 0.0 0.1 0.0
H 2.371 0.911 0.006 0.0 0.0 0.0
H 2.559 -2.131 -0.336 0.0 0.0 0.0
H 1.792 -1.025 -1.454 0.0 -0.1 0.1
H 0.066 -2.066 -0.118 0.0 0.0 0.0
H 0.128 -0.357 0.240 0.0 0.0 0.0
H -0.201 -1.655 2.282 0.0 0.0 0.0
H 1.293 -0.753 2.356 0.0 0.0 0.0
H 1.637 -2.958 3.287 0.0 0.0 0.0
H 2.595 -2.823 1.827 0.0 0.0 0.0
H -0.119 -4.233 2.057 0.0 0.0 -0.1
H 1.461 -5.022 1.956 -0.1 0.0 0.0
H 0.838 -4.129 0.569 0.0 0.0 0.0
C -1.572 -8.534 6.639 -0.2 -0.1 0.0
C -1.811 -8.557 5.134 0.1 -0.1 0.0
C -0.991 -7.513 4.376 0.0 0.0 -0.1
C -1.298 -6.058 4.741 0.0 0.0 0.1
C -2.756 -5.636 4.554 0.1 0.1 -0.1
C -3.224 -5.722 3.106 -0.1 0.0 0.0
H -1.865 -7.579 7.080 0.0 0.0 0.0
H -2.158 -9.315 7.128 0.1 0.0 0.0
H -0.518 -8.710 6.867 0.0 0.0 0.0
H -2.878 -8.430 4.928 0.0 0.0 0.0
H -1.544 -9.549 4.754 0.0 0.1 0.0
H -1.139 -7.659 3.302 0.0 0.0 0.0
H 0.074 -7.697 4.558 0.0 0.0 0.0
H -0.659 -5.407 4.136 0.0 0.0 0.0
H -1.010 -5.874 5.781 0.0 0.0 0.0
H -2.863 -4.601 4.894 0.0 -0.1 0.0
H -3.414 -6.236 5.189 0.0 0.0 0.0
H -2.609 -5.090 2.460 0.0 -0.1 0.0
H -4.259 -5.384 3.022 0.1 0.0 -0.1
H -3.181 -6.745 2.727 0.0 0.0 0.0

---

| no. | strongest force on any atom (eV Å⁻¹) | DFT total energy (Eh) |
| --- | --- | --- |
| 1 | 5.752 | -3270.844050 |
| 2 | 2.612 | -1236.021449 |